(1)
The following is a DFT calculation (ωB97M-V with the def2-TZVPD basis set) of C9H12HgN2OSe as an isolated structure.

Cartesian coordinates (Å):
Hg1 4.2176 -1.3225 -0.6229
C1 1.4609 -0.2727 2.2328
N1 0.5175 -0.6936 1.2160
C2 0.5838 -1.8167 0.4830
Se1 1.8901 -3.1283 0.5085
N2 -0.4930 -1.8615 -0.3183
C3 -1.2676 -0.7376 -0.1331
C4 -2.4357 -0.2939 -0.7403
C5 -2.9325 0.9209 -0.3143
C6 -2.2930 1.6657 0.6887
C7 -1.1276 1.2310 1.2859
C8 -0.6171 0.0125 0.8532
H1 2.2373 -1.0239 2.3405
H2 0.9430 -0.1567 3.1840
H3 1.9177 0.6757 1.9519
H4 -0.6670 -2.6135 -0.9654
H5 -2.9180 -0.8679 -1.5195
H6 -3.8314 1.3150 -0.7674
H7 -2.7177 2.6109 0.9968
H8 -0.6329 1.8134 2.0510
C9 1.3071 1.1085 -1.9631
O1 1.5473 -0.2945 -1.8085
H9 0.2432 1.3116 -2.1075
H10 1.8649 1.5240 -2.8027
H11 1.6421 1.5954 -1.0488
H12 1.5611 -0.7012 -2.6803

The calculation puts the largest force on an atom at 0.6 eV/A. The spin multiplicity is 2. As for the total charge: +1. The calculation puts the gap between HOMO and LUMO (alpha / beta) at 8.96 / 5.87 eV. Its expectation value of S² is 0.7665.

=====

(2)
The following is a DFT calculation (ωB97M-V with the def2-TZVPD basis set) of a 2-piece molecular cluster, CH8N5O overall in a non-equilibrium geometry.

Cartesian coordinates (Å):
C1 1.8284 0.2696 -0.4175
N1 0.6348 0.7409 -0.1988
N2 2.8297 0.8439 0.2001
N3 -1.6500 0.7865 -0.6698
N4 -1.6690 -1.1327 1.0668
N5 -0.4381 0.2273 -0.7773
O1 -0.7117 -1.3592 0.2718
H1 2.1572 -0.3825 -1.2611
H2 3.7958 0.4967 0.0384
H3 2.9089 1.4405 1.0492
H4 -2.0397 1.1412 -1.6284
H5 -1.8410 1.2802 0.2364
H6 -2.5790 -1.0862 0.5791
H7 -1.5531 -0.4406 1.9225
H8 -0.2679 -0.4591 -1.5228

The calculation puts the largest force on an atom at 4.4 eV/A. The spin multiplicity is 1. As for the total charge: +1. The calculation puts the gap between HOMO and LUMO (alpha / beta) at 7.95 / 8.33 eV.

=====

(3)
The following is a DFT calculation (ωB97M-V with the def2-TZVPD basis set) of an isolated ion of composition C7H18NOSi and charge -1 in a non-equilibrium geometry.

Cartesian coordinates (Å):
C1 2.2608 -0.8472 1.2238
C2 1.6008 0.0955 0.1831
C3 2.6334 0.0976 -1.0693
C4 1.5749 1.5872 0.6698
N1 0.4476 -0.5655 -0.2850
C5 -0.5769 0.2038 -1.0268
Si1 -2.2676 0.4473 -0.2260
C6 -3.3513 -0.6589 -1.3181
C7 -2.1762 -0.5882 1.4512
O1 -2.8326 1.8630 -0.0981
H1 1.9731 -0.6318 2.3103
H2 1.8121 -1.8672 0.9752
H3 3.4259 -0.7343 1.2077
H4 1.9150 0.4116 -1.9197
H5 3.2153 -0.7851 -1.1686
H6 3.3829 0.9828 -1.1332
H7 0.7226 1.7405 1.3438
H8 2.5356 1.8381 1.2108
H9 1.4941 2.2558 -0.1474
H10 -0.0043 -1.0433 0.5081
H11 -0.5487 -0.3568 -1.9248
H12 -0.0808 1.2062 -1.1679
H13 -3.3988 -1.6433 -0.8830
H14 -4.3087 -0.1563 -1.5692
H15 -2.9763 -0.6117 -2.3539
H16 -1.2141 -0.5160 1.9615
H17 -3.0240 -0.0622 2.0557
H18 -2.2335 -1.6618 1.1901

The SMILES is CC(C)(C)NC[Si](C)(C)[O-]. The calculation puts the largest force on an atom at 4.1 eV/A. The spin multiplicity is 1. As for the total charge: -1. The calculation puts the gap between HOMO and LUMO at 7.31 eV.

=====

(4)
The following is a DFT calculation (ωB97M-V with the def2-TZVPD basis set) of a 3-piece molecular cluster, C32H25N4O4P2S overall in a non-equilibrium geometry.

Cartesian coordinates (Å):
N1 1.5477 10.7147 -1.8255
P1 2.6717 9.7212 -1.2166
C1 2.2492 7.8442 -1.4222
C2 2.0524 6.8568 -0.0860
C3 1.7364 5.3121 -0.5318
N2 1.5513 4.2315 0.5363
C4 1.6512 4.8705 -2.0955
P2 1.3326 3.0456 -2.6991
S1 -0.0192 2.1212 -1.6466
N3 1.8212 5.9037 -3.1416
N4 2.0764 7.1767 -2.7554
H1 0.7972 10.0784 -2.1972
H2 3.9510 9.9039 -1.9093
H3 2.9078 9.9855 0.1988
H4 2.1262 7.2403 1.0174
H5 0.5188 4.0840 0.6790
H6 1.9758 3.3388 0.2024
H7 1.0416 3.0208 -4.1374
H8 2.5993 2.3383 -2.4671
H9 2.1780 7.8603 -3.5698
C5 -2.2906 -2.7049 3.3422
C6 -2.0518 -2.0455 2.1367
C7 -1.1731 -0.9618 2.0956
C8 -0.5398 -0.5281 3.2667
C9 -0.7975 -1.1719 4.4763
C10 -1.6662 -2.2704 4.5122
C11 -0.1736 -0.6919 5.7263
O1 -0.3967 -1.2591 6.7887
C12 0.7153 0.4861 5.6788
C13 1.2676 0.9870 6.8649
C14 2.1200 2.0926 6.8273
C15 2.4301 2.6937 5.6077
C16 1.8769 2.2002 4.4252
C17 1.0100 1.1000 4.4624
C18 0.4018 0.6078 3.2105
O2 0.6702 1.1383 2.1387
H10 -2.9683 -3.5553 3.3725
H11 -2.5483 -2.3762 1.2271
H12 -0.9875 -0.4552 1.1500
H13 -1.8616 -2.7866 5.4505
H14 1.0332 0.5216 7.8209
H15 2.5436 2.4832 7.7500
H16 3.0998 3.5504 5.5773
H17 2.1197 2.6776 3.4773
C19 -0.7492 -8.7065 -4.3929
C20 -1.7718 -8.9735 -3.4830
C21 -2.4181 -7.9224 -2.8306
C22 -2.0323 -6.5997 -3.0797
C23 -0.9934 -6.3341 -3.9709
C24 -0.3578 -7.3895 -4.6380
C25 -0.5449 -4.9461 -4.2039
O3 0.3654 -4.7117 -4.9893
C26 -1.2028 -3.8463 -3.4707
C27 -0.7491 -2.5314 -3.6383
C28 -1.3744 -1.4837 -2.9589
C29 -2.4574 -1.7440 -2.1197
C30 -2.9079 -3.0535 -1.9465
C31 -2.2726 -4.1078 -2.6160
C32 -2.7336 -5.4933 -2.3985
O4 -3.6824 -5.7234 -1.6575
H18 -0.2517 -9.5251 -4.9083
H19 -2.0682 -10.0007 -3.2825
H20 -3.2191 -8.1382 -2.1255
H21 0.4449 -7.1890 -5.3454
H22 0.0938 -2.3193 -4.2942
H23 -1.0172 -0.4641 -3.0865
H24 -2.9493 -0.9272 -1.5959
H25 -3.7508 -3.2496 -1.2859

The calculation puts the largest force on an atom at 5.9 eV/A. The spin multiplicity is 1. As for the total charge: +1. The calculation puts the gap between HOMO and LUMO at 5.16 eV.

=====

(5)
The following is a DFT calculation (ωB97M-V with the def2-TZVPD basis set) of C41H40FeN5S4Se as an isolated structure.

Cartesian coordinates (Å):
Fe1 -1.6453 0.9813 -0.3295
S1 -0.2404 -0.7514 0.3778
C1 0.7664 -0.1853 1.6526
N1 1.7449 -1.0285 2.1113
C2 2.7945 -0.4577 2.9316
C3 2.1670 0.4248 3.9832
N2 1.3254 1.4232 3.3571
C4 1.5157 2.7976 3.7979
C5 2.8237 3.3587 3.2886
C6 3.0418 3.4588 1.9148
C7 4.2493 3.9344 1.4326
C8 5.2536 4.3170 2.3151
C9 5.0426 4.2215 3.6806
C10 3.8309 3.7410 4.1636
C11 0.5904 1.0937 2.2524
S2 -0.5543 2.2010 1.6298
C12 2.0388 -2.3165 1.4895
C13 3.1119 -2.2522 0.4230
C14 2.7795 -2.1202 -0.9220
C15 3.7752 -2.0415 -1.8850
C16 5.1119 -2.0936 -1.5182
C17 5.4526 -2.2378 -0.1813
C18 4.4559 -2.3210 0.7790
H1 3.4993 0.1246 2.3251
H2 3.3441 -1.2704 3.4080
H3 2.9500 0.9317 4.5478
H4 1.5789 -0.1857 4.6783
H5 1.4999 2.8166 4.8909
H6 0.6744 3.3865 3.4400
H7 2.2579 3.1645 1.2257
H8 4.4071 4.0102 0.3644
H9 6.1971 4.6887 1.9367
H10 5.8202 4.5169 4.3735
H11 3.6680 3.6662 5.2334
H12 1.1147 -2.7174 1.0785
H13 2.3683 -2.9846 2.2899
H14 1.7358 -2.0743 -1.2094
H15 3.5073 -1.9374 -2.9284
H16 5.8849 -2.0287 -2.2729
H17 6.4927 -2.2922 0.1136
H18 4.7290 -2.4540 1.8199
S3 -5.4246 -0.5102 1.4384
C19 -4.2193 -0.6251 2.6523
C20 -3.0013 -0.1979 2.2208
C21 -3.0197 0.2512 0.8698
C22 -4.2698 0.1367 0.3274
C23 -4.5183 0.4807 -1.0602
C24 -5.7531 0.4314 -1.7020
C25 -5.8307 0.7984 -3.0303
C26 -4.6795 1.2069 -3.6912
C27 -3.4894 1.2256 -2.9875
N3 -3.4071 0.8710 -1.7073
H19 -4.4828 -1.0072 3.6260
H20 -2.1174 -0.1933 2.8420
H21 -6.6283 0.1098 -1.1532
H22 -6.7799 0.7673 -3.5496
H23 -4.6982 1.5009 -4.7307
H24 -2.5587 1.5323 -3.4515
C28 -2.3792 6.7676 -2.3951
C29 -2.3579 5.4363 -1.7058
C30 -3.2825 5.1324 -0.7015
C31 -3.1942 3.8852 -0.1259
N4 -2.2677 3.0187 -0.5135
C32 -1.4243 3.3719 -1.5050
S4 -0.3359 2.0929 -1.9397
N5 -1.4399 4.5631 -2.1070
H25 -2.4955 7.5780 -1.6752
H26 -3.2232 6.8150 -3.0862
H27 -1.4605 6.9044 -2.9590
H28 -4.0294 5.8462 -0.3859
H29 -3.8593 3.5578 0.6663
C33 -0.1718 -7.3269 -1.2614
C34 -0.4393 -5.8862 -1.5946
C35 -1.4664 -5.1840 -0.9756
C36 -1.7259 -3.8515 -1.2673
C37 -2.8635 -3.1673 -0.5675
C38 -0.9187 -3.2033 -2.2334
Se1 -1.2057 -1.3893 -2.6312
C39 0.1149 -3.9118 -2.8874
C40 0.9706 -3.2690 -3.9412
C41 0.3377 -5.2345 -2.5452
H30 -0.7889 -7.6628 -0.4294
H31 0.8756 -7.4757 -0.9951
H32 -0.3833 -7.9670 -2.1201
H33 -2.0814 -5.6878 -0.2385
H34 -3.3026 -3.8292 0.1779
H35 -3.6422 -2.8815 -1.2779
H36 -2.5328 -2.2569 -0.0681
H37 1.3862 -2.3239 -3.5951
H38 0.3761 -3.0404 -4.8273
H39 1.7858 -3.9322 -4.2282
H40 1.1419 -5.7755 -3.0324

The calculation puts the largest force on an atom at 0.6 eV/A. The spin multiplicity is 6. As for the total charge: 0. The calculation puts the gap between HOMO and LUMO (alpha / beta) at 5.77 / 5.92 eV. Its expectation value of S² is 8.8876.

=====

(6)
The following is a DFT calculation (ωB97M-V with the def2-TZVPD basis set) of a 9-piece molecular cluster, C14H47N17O9PS2 overall in a non-equilibrium geometry.

Cartesian coordinates (Å):
C1 2.2848 -0.9468 1.8650
C2 2.3748 0.5013 1.5069
O1 3.2871 0.9252 0.8586
N1 1.3151 1.3941 1.9303
C3 1.2281 1.4843 3.3838
C4 -0.0436 2.1916 3.8935
C5 -1.0970 2.5136 2.8278
C6 -2.2326 1.5005 2.9083
S1 -3.6397 2.1082 1.9138
P1 -4.8594 0.3798 1.4012
S2 -5.5935 -0.4023 2.9892
H1 1.7414 -1.4870 1.0977
H2 1.7803 -1.1358 2.8038
H3 3.2600 -1.3961 1.9475
H4 0.4740 0.9828 1.5327
H5 1.3319 0.5197 3.8713
H6 2.0797 2.0611 3.7165
H7 0.2167 3.0909 4.4276
H8 -0.5003 1.5264 4.6151
H9 -0.7154 2.6240 1.8225
H10 -1.5292 3.4760 3.0892
H11 -2.5794 1.3921 3.9220
H12 -1.8975 0.5503 2.5024
H13 -3.0786 2.5108 0.7529
H14 -5.8171 0.8644 0.4972
H15 -3.9508 -0.5135 0.7985
C7 2.0216 -2.8692 -1.5576
O2 1.5917 -3.0184 -0.4155
N2 1.2260 -2.5122 -2.5975
N3 3.3438 -3.0384 -1.8593
H16 1.5618 -2.3804 -3.5305
H17 0.2487 -2.3806 -2.4235
H18 3.9597 -3.3027 -1.1142
H19 3.7266 -2.9074 -2.7786
C8 -2.1223 -2.1882 2.4790
O3 -2.3486 -1.3556 1.5884
N4 -3.0442 -2.4060 3.4592
N5 -0.9805 -2.9069 2.5459
H20 -2.9427 -3.0446 4.2259
H21 -3.8598 -1.8383 3.3425
H22 -0.2938 -2.7467 1.8301
H23 -0.7866 -3.5879 3.2666
C9 5.6767 -0.2431 -2.5234
O4 5.6593 -1.3013 -3.1267
N6 4.7197 0.0947 -1.6120
N7 6.6651 0.6929 -2.7119
H24 4.7096 0.9544 -1.0964
H25 3.9906 -0.5768 -1.4455
H26 7.3889 0.4700 -3.3696
H27 6.7034 1.5673 -2.2236
C10 -1.3919 -1.9424 -5.3551
O5 -0.8321 -2.1504 -4.2858
N8 -0.7206 -1.5171 -6.4610
N9 -2.7361 -2.1191 -5.5177
H28 -1.1614 -1.3366 -7.3423
H29 0.2665 -1.3706 -6.3742
H30 -3.2569 -2.4330 -4.7221
H31 -3.2164 -1.9539 -6.3811
C11 3.0399 2.6636 -4.8131
O6 2.2311 2.6007 -5.7296
N10 3.0398 3.6748 -3.8875
N11 4.0071 1.7234 -4.6426
H32 3.6971 3.7348 -3.1349
H33 2.3462 4.3884 -3.9822
H34 4.0380 0.9714 -5.3051
H35 4.6802 1.7423 -3.9002
C12 -1.4613 4.0895 -5.5817
O7 -1.8326 3.1292 -6.2288
N12 -0.1631 4.2647 -5.1899
N13 -2.3303 5.0832 -5.1899
H36 0.1360 5.0560 -4.6545
H37 0.5179 3.5605 -5.4654
H38 -3.2884 4.9873 -5.4659
H39 -2.0526 5.8872 -4.6620
C13 0.2516 -6.4611 3.0351
O8 -0.0629 -5.5367 3.7747
N14 0.7979 -7.6136 3.5117
N15 0.0783 -6.4055 1.6821
H40 1.0640 -8.3838 2.9290
H41 0.9367 -7.6809 4.5022
H42 -0.3249 -5.5698 1.3029
H43 0.3293 -7.1496 1.0600
C14 -4.6310 3.4807 6.8867
O9 -4.5567 3.9732 7.9888
N16 -5.3966 2.3754 6.6165
N17 -3.9454 3.9968 5.8068
H44 -5.4748 1.9555 5.7103
H45 -5.9079 1.9781 7.3821
H46 -3.3785 4.8073 5.9709
H47 -3.9899 3.6102 4.8859

The calculation puts the largest force on an atom at 1.9 eV/A. The spin multiplicity is 1. As for the total charge: +1. The calculation puts the gap between HOMO and LUMO at 7.50 eV.